60
Properties=species:S:1:pos:R:3 method="wB97M-V/def2-TZVPD" s_squared=0.758 spin_multiplicity=2 energy_ha=-3224.4725 total_charge=+1 homo_ev="-10.53 / -10.49"
Co 0.040 0.063 0.144
C 0.977 0.771 3.436
C 1.509 1.808 2.450
N 1.748 1.260 1.101
C 2.248 2.282 0.168
C 1.120 2.750 -0.737
N 0.482 1.599 -1.383
C 1.079 1.189 -2.663
C 2.066 0.034 -2.545
C 1.410 -1.274 -2.131
N 1.128 -1.382 -0.680
C 2.323 -1.812 0.084
C 1.928 -2.288 1.480
N 1.095 -1.288 2.148
C 1.662 -0.583 3.304
H -0.097 0.621 3.296
H 1.116 1.164 4.445
H 2.447 2.223 2.839
H 0.805 2.635 2.354
H 2.453 0.543 1.200
H 3.052 1.853 -0.431
H 2.674 3.134 0.707
H 1.502 3.464 -1.473
H 0.364 3.256 -0.139
H -0.498 1.803 -1.544
H 1.562 2.044 -3.146
H 0.263 0.870 -3.312
H 2.888 0.277 -1.867
H 2.524 -0.115 -3.525
H 2.045 -2.117 -2.418
H 0.459 -1.384 -2.655
H 0.434 -2.123 -0.562
H 3.031 -0.982 0.123
H 2.824 -2.627 -0.448
H 2.831 -2.521 2.051
H 1.365 -3.219 1.382
H 0.222 -1.713 2.429
H 2.739 -0.453 3.151
H 1.552 -1.163 4.225
O -1.480 -0.155 -1.388
N -2.214 -1.222 -1.666
C -2.780 -1.267 -2.896
C -3.557 -2.321 -3.286
C -3.760 -3.370 -2.389
C -3.179 -3.310 -1.147
C -2.387 -2.220 -0.756
S -1.637 -2.099 0.789
H -2.568 -0.404 -3.508
H -3.995 -2.318 -4.273
H -4.371 -4.219 -2.665
H -3.315 -4.100 -0.423
N -3.064 0.704 1.508
C -2.190 1.675 1.327
O -1.042 1.510 0.868
C -2.605 3.076 1.665
I -3.258 4.035 -0.122
H -2.806 -0.255 1.246
H -3.987 0.903 1.854
H -1.750 3.639 2.023
H -3.422 3.119 2.377